C6H10N2O | the ωB97M-V functional and the def2-TZVPD basis

Element x y z (Å)
1 N -1.2513 0.4800 -1.5666
2 N -1.7323 0.2364 -0.3285
3 C -0.6100 -0.2309 0.8629
4 O -1.3423 -0.5185 1.9761
5 C 0.0327 -1.4321 0.2582
6 C 1.1415 -1.2583 -0.5907
7 C 1.8392 0.0589 -0.7215
8 C 1.4756 1.0671 0.1059
9 C 0.3934 0.9428 1.1416
10 H -0.9696 1.4302 -1.6915
11 H -0.3458 -0.0859 -1.6233
12 H -2.3052 -0.6217 -0.3181
13 H -2.2437 -0.4542 1.6307
14 H -0.3720 -2.3948 0.3930
15 H 1.4066 -2.1013 -1.1695
16 H 2.4550 0.2442 -1.5479
17 H 1.9446 1.9969 -0.0650
18 H 0.7353 0.8574 2.0784
19 H -0.2518 1.7838 1.1758

Computed properties:
structure (SMILES) = NN[C@@]1(O)C=CC=CC1
E_tot = -11408.713 eV
LUMO energy = 0.5 eV
ΔE to the lowest compared entry with this formula, charge and spin = 77.82 kcal per mole
total charge = 0

Here are the Mulliken charges for atoms 1 to 4, given in e: N -0.619; N -0.383; C 0.593; O -0.517